Version a
C5H12N2 | the ωB97M-V functional and the def2-TZVPD basis

Calculated values
E_LUMO = 0.907 eV

Last column: Mulliken charge in e.
Element x y z (Å)
1 C 0.2799 -0.8821 -0.0829  0.092
2 C 0.2679 0.8291 -0.4625  0.205
3 C -0.5835 -1.6182 -1.0932  -1.357
4 C 1.4155 1.5289 0.2563  -1.381
5 C -1.0372 1.3149 -0.0520  -0.060
6 N -0.2011 -1.1491 1.2674  -0.583
7 N -1.9263 1.0215 0.7468  -0.738
8 H 1.3313 -1.1926 -0.2039  0.293
9 H -0.3588 -2.1424 1.4130  0.220
10 H 0.4600 -0.8173 1.9607  0.195
11 H -1.7139 0.1242 1.2268  0.470
12 H 0.3790 0.8665 -1.5464  0.337
13 H -1.0188 2.4262 -0.6599  0.159
14 H -0.2155 -1.4438 -2.1029  0.342
15 H -1.6167 -1.2770 -1.0334  0.316
16 H -0.5669 -2.6973 -0.9172  0.408
17 H 1.2446 1.5515 1.3307  0.331
18 H 1.5111 2.5520 -0.1033  0.386
19 H 2.3493 1.0050 0.0561  0.365


Version b
C5H12N2 | the ωB97M-V functional and the def2-TZVPD basis

Calculated values
E_LUMO = 0.984 eV

Last column: Mulliken charge in e.
Element x y z (Å)
1 C 2.2342 -0.2061 -1.9051  -1.127
2 C 0.6525 -0.0501 -1.8895  -0.442
3 C 0.1964 0.6900 -0.6008  -0.291
4 C 0.0006 -0.2822 0.5116  -0.332
5 N -2.6814 -0.0864 2.2735  -0.364
6 C -1.3947 0.2163 2.5539  0.006
7 N -0.3322 0.1570 1.8524  -0.451
8 H 2.5903 -0.9555 -2.6566  0.303
9 H 2.7825 0.6973 -2.0318  0.351
10 H 2.5790 -0.5544 -0.9319  0.290
11 H 0.4294 0.5994 -2.7578  0.283
12 H 0.0952 -0.9938 -2.1034  0.346
13 H -0.8516 1.0955 -0.9071  0.162
14 H 0.8611 1.6123 -0.3975  0.231
15 H 1.0895 -0.8421 0.7035  0.108
16 H -0.7436 -1.1577 0.1413  0.202
17 H -3.0059 -0.8528 1.8600  0.153
18 H -3.3106 0.4360 2.7593  0.181
19 H -1.1907 0.4772 3.5259  0.391


Version c
C5H12N2 | the ωB97M-V functional and the def2-TZVPD basis

Calculated values
E_LUMO = 1.050 eV

Last column: Mulliken charge in e.
Element x y z (Å)
1 N -2.0212 0.7710 -0.2044  -0.643
2 C -0.6222 0.3518 -0.0721  0.213
3 C -0.2485 0.1600 1.4103  -0.773
4 C 1.1945 0.5239 1.7151  -0.003
5 C 2.2522 0.2493 0.9678  -0.845
6 C -0.3516 -0.9268 -0.8569  -1.052
7 N -0.5445 -0.6856 -2.2937  -0.583
8 H -2.5883 0.0188 -0.5839  0.271
9 H -2.1230 1.5987 -0.7645  0.236
10 H -0.0027 1.1678 -0.4524  0.495
11 H -0.4014 -0.8808 1.6863  0.237
12 H -0.8734 0.7584 2.0685  0.363
13 H 1.4113 1.1144 2.5960  0.321
14 H 2.3829 -0.1577 -0.0094  0.235
15 H 3.2428 0.5697 1.3070  0.238
16 H -1.1491 -1.6043 -0.5359  0.410
17 H 0.5951 -1.3929 -0.5806  0.394
18 H 0.2082 -0.0780 -2.6142  0.239
19 H -0.3609 -1.5578 -2.7828  0.245


Version d
C5H12N2 | the ωB97M-V functional and the def2-TZVPD basis

Calculated values
E_LUMO = 1.144 eV

Last column: Mulliken charge in e.
Element x y z (Å)
1 C 0.7818 1.4501 0.4786  -0.750
2 C 0.5003 0.9404 -0.9267  -0.633
3 C -0.3431 -0.3225 -0.7908  0.094
4 C 0.3444 -1.7059 -0.6367  -0.625
5 C -0.6042 -1.9990 0.4863  -0.495
6 H -1.2600 1.6219 0.7212  0.242
7 H -0.4991 2.9225 0.9439  0.300
8 H 1.2282 0.6494 1.1160  0.268
9 H 1.4935 2.3052 0.4416  0.400
10 H 1.4255 0.7003 -1.4618  0.313
11 H -0.0053 1.7248 -1.5371  0.355
12 H -1.0656 -0.3335 -1.5822  0.341
13 H 0.2864 -2.4189 -1.4665  0.350
14 H 1.4195 -1.6604 -0.3364  0.222
15 H -0.2136 -2.4181 1.4308  0.266
16 H -1.4195 -2.6597 0.1618  0.248
17 H -0.6438 -0.1281 1.2956  0.413
18 N -0.3730 1.9400 1.1649  -0.652
19 N -1.0522 -0.6084 0.4977  -0.657


Top of the stability list: version c, leading by 41.0 kJ/mol.


Version a
C5H12N2 | the ωB97M-V functional and the def2-TZVPD basis

Calculated values
E_LUMO = 1.048 eV

Last column: Mulliken charge in e.
Element x y z (Å)
1 C -0.0018 -0.3775 -2.8577  -0.151
2 C 0.4051 -0.2910 -1.5586  -0.413
3 N 1.7842 -0.4566 -1.1285  -0.600
4 N -1.3691 -0.1256 -3.2168  -0.597
5 H 0.6231 -0.7530 -3.6364  0.383
6 H -0.3418 0.0117 -0.8437  0.294
7 H 1.8435 -1.4184 -0.7438  0.267
8 H 2.0648 0.1899 -0.3777  0.295
9 H -1.7600 -0.9018 -3.7426  0.247
10 H -1.5236 0.7123 -3.7976  0.230
11 C 0.3431 -0.5635 2.8379  -0.908
12 C -0.5277 0.3594 1.9775  -0.022
13 C -0.6090 1.7048 2.1111  -0.655
14 H 1.1223 -1.0761 2.2114  0.182
15 H 0.8455 -0.0394 3.6606  0.311
16 H -0.2959 -1.3257 3.2789  0.282
17 H -1.1877 -0.1315 1.2627  0.363
18 H -1.4711 2.2581 1.7159  0.264
19 H 0.0561 2.2238 2.8474  0.227


Version b
C5H12N2 | the ωB97M-V functional and the def2-TZVPD basis

Calculated values
E_LUMO = 0.852 eV

Last column: Mulliken charge in e.
Element x y z (Å)
1 C 1.5386 -0.8991 0.5609  -1.054
2 C 1.1538 0.5451 -1.9543  -1.322
3 C 0.0703 0.2132 -0.9604  0.835
4 N -1.1488 0.7583 -1.2098  -0.369
5 N 0.2398 -0.4801 0.1027  -0.212
6 H -1.3890 1.0186 -2.1507  0.199
7 H -1.8793 0.6089 -0.5203  0.166
8 H 1.8084 -1.8728 0.1402  0.292
9 H 1.5010 -0.9881 1.6473  0.329
10 H 2.3316 -0.1827 0.3319  0.368
11 H 0.7329 0.9158 -2.8860  0.390
12 H 1.8066 1.3142 -1.5406  0.276
13 H 1.7568 -0.3354 -2.1689  0.321
14 C -1.3273 -0.7037 1.4440  -0.845
15 C -1.5218 0.5190 2.0259  -0.541
16 H -0.9950 0.7458 2.9429  0.222
17 H -0.8442 -1.4904 2.0063  0.343
18 H -2.0314 -1.0918 0.7125  0.359
19 H -1.8030 1.4052 1.4762  0.242


Top of the stability list: version a, leading by 32.0 kJ/mol.


Version a
C5H12N2 | the ωB97M-V functional and the def2-TZVPD basis

Calculated values
E_LUMO = 1.092 eV

Last column: Mulliken charge in e.
Element x y z (Å)
1 C 1.6719 -1.1789 -1.9401  -1.127
2 C 0.5223 -1.5330 -0.9559  -0.440
3 C 0.5136 -0.6759 0.2967  -0.440
4 C -0.0288 0.8345 0.0217  -0.662
5 N -1.2436 0.7211 0.8610  -0.322
6 C -1.6924 1.9212 1.4824  -0.034
7 N -2.0890 2.0508 2.6347  -0.629
8 H 1.6814 -0.1045 -2.0947  0.308
9 H 2.6625 -1.5605 -1.5745  0.292
10 H 1.4940 -1.4581 -2.9962  0.349
11 H 0.5276 -2.5873 -0.6513  0.330
12 H -0.4687 -1.2119 -1.4527  0.226
13 H 1.6072 -0.5509 0.5793  0.239
14 H -0.1344 -1.2619 0.9991  0.251
15 H 0.6755 1.6044 0.2820  0.432
16 H -0.3725 1.0170 -0.9523  0.365
17 H -1.5882 -0.0867 1.3276  0.230
18 H -1.4871 2.7144 0.8483  0.430
19 H -2.2514 1.3462 3.2849  0.203


Version b
C5H12N2 | the ωB97M-V functional and the def2-TZVPD basis

Calculated values
E_LUMO = 1.019 eV

Last column: Mulliken charge in e.
Element x y z (Å)
1 N -0.0506 0.1022 2.0658  -0.701
2 C -0.0564 0.3471 0.6215  0.364
3 C 1.2812 -0.0534 0.0310  -0.829
4 C 1.5549 0.4232 -1.3777  -0.160
5 C 0.8706 1.3300 -2.0593  -0.768
6 C -1.2551 -0.3602 -0.1086  -0.629
7 N -1.8624 -1.4525 0.5859  -0.509
8 H 0.7700 -0.3944 2.3740  0.217
9 H -0.8630 -0.4356 2.3277  0.293
10 H -0.1506 1.4265 0.4923  0.168
11 H 1.4235 -1.1364 0.0062  0.325
12 H 2.1075 0.3636 0.6296  0.366
13 H 2.4167 -0.0807 -1.8097  0.304
14 H 0.0395 1.8650 -1.6087  0.220
15 H 1.1699 1.5063 -3.0804  0.269
16 H -0.8724 -0.6084 -1.0997  0.392
17 H -1.9824 0.4257 -0.3765  0.314
18 H -1.6717 -2.3782 0.2290  0.175
19 H -2.7977 -1.3288 0.9232  0.189


Version c
C5H12N2 | the ωB97M-V functional and the def2-TZVPD basis

Calculated values
E_LUMO = 1.122 eV

Last column: Mulliken charge in e.
Element x y z (Å)
1 C 0.4271 0.1534 -0.6451  -0.525
2 C 0.1890 -1.2045 -1.3534  -0.556
3 C -0.9641 -1.8337 -0.6099  -0.276
4 C -2.2254 -1.6247 -1.0309  -0.751
5 N 0.6915 0.0578 0.7755  -0.305
6 C 1.3226 1.2071 1.3444  -0.487
7 N 0.4593 2.4349 1.3114  -0.627
8 H -0.4301 0.8328 -0.8919  0.210
9 H 1.3475 0.5615 -1.1025  0.357
10 H 0.1078 -1.0477 -2.4435  0.353
11 H 1.0883 -1.8233 -1.2656  0.295
12 H -0.8571 -2.0874 0.4362  0.370
13 H -3.1136 -2.0321 -0.5511  0.305
14 H -2.4165 -1.4574 -2.1048  0.236
15 H -0.1614 -0.1749 1.2710  0.234
16 H 2.1993 1.4434 0.7511  0.367
17 H 1.6254 1.0844 2.3957  0.342
18 H -0.3495 2.4015 1.9265  0.209
19 H 1.0600 3.1088 1.7868  0.248


Top of the stability list: version b, leading by 40.5 kJ/mol.


Version a
C5H12N2 | the ωB97M-V functional and the def2-TZVPD basis

Calculated values
E_LUMO = 1.007 eV

Last column: Mulliken charge in e.
Element x y z (Å)
1 C 1.5269 1.9467 1.2772  -1.420
2 C 0.9004 0.5565 1.1894  -0.192
3 C 0.8544 0.0176 -0.2306  -0.700
4 C -0.3572 -0.7917 -0.6659  0.380
5 C -1.5047 -0.8725 0.0613  -0.349
6 N -2.8921 -0.8264 -0.3489  -0.516
7 N -0.0488 -1.5968 -1.7844  -0.458
8 H 0.9131 2.6769 0.7103  0.353
9 H 2.4344 1.9421 0.6286  0.317
10 H 1.7657 2.4750 2.2063  0.346
11 H -0.0999 0.6504 1.6016  0.338
12 H 1.5343 -0.1520 1.7665  0.230
13 H 0.9280 0.8970 -0.9138  0.266
14 H 1.7165 -0.5678 -0.5541  0.337
15 H -1.4853 -1.1345 1.1060  0.306
16 H -3.1479 -0.0139 -0.8766  0.212
17 H -3.2746 -1.7208 -0.6237  0.203
18 H -0.6867 -1.8036 -2.5318  0.180
19 H 0.9235 -1.6823 -2.0174  0.166


Version b
C5H12N2 | the ωB97M-V functional and the def2-TZVPD basis

Calculated values
E_LUMO = 0.988 eV

Last column: Mulliken charge in e.
Element x y z (Å)
1 C 0.9242 0.1254 0.7799  -0.608
2 C -0.2604 0.8389 0.1583  0.879
3 C -0.1821 1.9405 -0.5676  -1.125
4 C -1.7486 -0.9295 -0.3801  -0.837
5 C -1.5498 0.1666 0.6184  -0.818
6 N 2.2619 0.3115 0.2452  -0.101
7 N 2.9707 -0.6423 -0.3658  -0.741
8 H 1.1087 0.2726 1.8888  0.234
9 H 0.5592 -0.9965 0.8337  0.207
10 H 3.3245 -1.3524 0.2880  0.228
11 H 0.8126 2.3967 -0.8331  0.192
12 H -1.0132 2.3347 -0.9394  0.400
13 H -1.0999 -1.8358 0.0808  0.221
14 H -1.4038 -0.7587 -1.4366  0.297
15 H -2.8174 -1.3964 -0.4760  0.306
16 H -1.2963 0.0172 1.6996  0.278
17 H -2.3440 0.8012 0.4923  0.445
18 H 2.4597 1.0615 -0.3873  0.320
19 H 2.3643 -1.1415 -1.0071  0.224


Top of the stability list: version a, leading by 107.7 kJ/mol.


Version a
C5H12N2 | the ωB97M-V functional and the def2-TZVPD basis

Calculated values
E_LUMO = 1.077 eV

Last column: Mulliken charge in e.
Element x y z (Å)
1 C 0.0176 -2.2883 1.4551  -1.180
2 C -0.0866 -0.7470 1.4045  -0.127
3 C -0.8311 -0.2774 0.1472  -1.060
4 C -0.3551 0.8834 -0.7125  0.426
5 C 0.7259 0.5486 -1.5626  -0.323
6 N 1.4641 1.6066 -2.1492  -0.514
7 N -0.7453 2.0569 -0.1085  -0.628
8 H 0.6141 -2.6342 0.5457  0.264
9 H 0.4840 -2.7341 2.3531  0.342
10 H -1.0965 -2.5019 1.2276  0.291
11 H -0.5664 -0.5124 2.3573  0.265
12 H 1.0036 -0.3783 1.2476  0.272
13 H -1.8548 0.0275 0.4345  0.327
14 H -0.9513 -1.1707 -0.4195  0.554
15 H 0.8575 -0.5203 -1.8759  0.278
16 H 1.5876 1.5488 -3.1402  0.207
17 H 1.1835 2.5360 -1.8346  0.198
18 H 0.0700 2.5933 -0.0026  0.158
19 H -1.5209 1.9635 0.6331  0.251


Version b
C5H12N2 | the ωB97M-V functional and the def2-TZVPD basis

Calculated values
E_LUMO = 1.010 eV

Last column: Mulliken charge in e.
Element x y z (Å)
1 C 0.4119 -0.0830 1.9192  -1.152
2 C -0.1492 -1.2178 1.0813  -0.341
3 C 0.5073 -1.3613 -0.3103  -0.425
4 C -0.2738 -0.6189 -1.4225  -1.003
5 N -0.6939 0.7179 -1.0692  -0.205
6 C 0.1199 1.8144 -1.1519  0.150
7 N -0.0734 2.9721 -0.6954  -0.699
8 H 0.1024 -0.1759 2.9627  0.349
9 H 1.4915 -0.0471 1.8857  0.334
10 H 0.0944 0.9197 1.6318  0.241
11 H -1.2295 -1.0601 0.9434  0.237
12 H -0.0046 -2.1399 1.6381  0.339
13 H 0.5333 -2.4256 -0.5592  0.333
14 H 1.4898 -0.8968 -0.2711  0.302
15 H 0.3714 -0.5850 -2.3224  0.322
16 H -1.1482 -1.2006 -1.7083  0.411
17 H -1.6084 0.7706 -0.6430  0.242
18 H 1.0111 1.5550 -1.7186  0.353
19 H -0.9519 3.0625 -0.1905  0.213


Version c
C5H12N2 | the ωB97M-V functional and the def2-TZVPD basis

Calculated values
E_LUMO = 1.039 eV

Last column: Mulliken charge in e.
Element x y z (Å)
1 C 1.3480 -1.5616 1.2550  -1.323
2 C 0.5601 -0.2439 0.9244  0.185
3 C 0.4640 0.0002 -0.5941  -0.614
4 C -0.6478 0.9870 -0.9031  -0.729
5 C -2.5534 0.2566 -2.0130  -0.320
6 N -1.9921 0.4579 -0.8846  -0.422
7 N 1.1940 0.9381 1.5716  -0.706
8 H 1.0828 -1.9764 2.2290  0.325
9 H 2.4139 -1.2710 1.1824  0.379
10 H 1.1171 -2.1857 0.3890  0.370
11 H -0.4262 -0.2783 1.3896  0.375
12 H 1.4271 0.4644 -0.8705  0.341
13 H 0.3349 -0.9537 -1.1005  0.343
14 H -0.5530 1.7712 -0.1271  0.323
15 H -0.4822 1.4583 -1.8738  0.429
16 H -2.0388 -0.0627 -2.9218  0.289
17 H -3.6400 0.2575 -2.0016  0.262
18 H 1.9092 0.5791 2.1981  0.230
19 H 0.4824 1.3630 2.1511  0.263


Top of the stability list: version b, leading by 110.8 kJ/mol.